[1]
A 3-piece molecular cluster, C3H14NO2S2 overall, computed with ωB97M-V with the def2-TZVPD basis set.

Each line ends with the Löwdin charge.
Element x y z (Å)
N: -1.34 -0.43 0.81  0.22
C: -0.06 0.39 0.31  -0.37
C: 1.06 -0.74 0.42  -0.01
C: 0.15 1.69 1.01  -0.55
S: -0.75 3.00 0.10  0.43
S: -2.08 3.55 1.42  0.33
H: -1.21 -1.42 0.66  0.10
H: -1.50 -0.21 1.76  0.12
H: -2.26 0.00 0.30  0.24
H: 0.01 0.64 -0.81  0.14
H: 1.89 -0.45 0.89  0.03
H: 0.71 -1.57 0.98  0.06
H: 1.32 -1.04 -0.60  0.10
H: -0.48 1.58 2.04  0.08
H: 1.18 2.02 1.52  0.15
H: -1.61 4.77 1.79  -0.15
H: 3.08 -0.53 -4.14  -0.02
H: 2.25 0.92 -3.82  0.13
O: 2.34 -0.14 -3.76  -0.10
H: -0.88 -4.00 -1.07  0.10
H: -0.88 -4.39 0.33  -0.03
O: -0.95 -3.64 -0.14  -0.01

Summary:
E_LUMO: -3.162 eV
total charge: +1
E_HOMO: -12.5 eV
energy above the lowest of the compared OMol25 structures with the same formula, charge and spin: 3.0369 eV
molecular weight: 160.28 u

***

[2]
A 3-piece molecular cluster, C3H14NO3 overall, computed with ωB97M-V with the def2-TZVPD basis set.

Each line ends with the Löwdin charge.
Element x y z (Å)
C: -0.21 0.43 -0.72  -0.08
C: -1.31 -0.01 -1.75  -0.41
C: -0.78 -0.08 -3.18  -0.03
O: -1.83 -1.26 -1.34  -0.03
N: -0.51 -0.20 0.59  0.16
H: 0.75 0.09 -1.11  0.13
H: -0.17 1.50 -0.64  0.14
H: -2.13 0.72 -1.76  0.15
H: -0.65 0.86 -3.69  0.09
H: -1.49 -0.64 -3.80  0.10
H: 0.20 -0.56 -3.17  0.09
H: -1.31 -1.99 -1.69  0.12
H: -0.44 -1.22 0.53  0.16
H: -1.45 -0.01 0.92  0.16
H: 0.13 0.05 1.38  0.14
H: -0.60 0.90 3.73  0.08
H: 0.03 2.03 2.93  0.07
O: -0.35 1.15 2.83  -0.04
H: 4.65 -1.06 3.44  0.04
H: 3.74 0.05 2.99  0.02
O: 3.74 -0.75 3.52  -0.07

Summary:
E_LUMO: -3.214 eV
total charge: +1
E_HOMO: -14.2 eV
energy above the lowest of the compared OMol25 structures with the same formula, charge and spin: 0.6438 eV
molecular weight: 112.15 u

***

[3]
A 3-piece molecular cluster, C3H14NO3 overall, computed with ωB97M-V with the def2-TZVPD basis set.

Each line ends with the Löwdin charge.
Element x y z (Å)
C: 1.64 -0.17 0.51  -0.08
C: 1.32 1.16 -0.19  -0.36
C: 1.22 1.10 -1.66  -0.04
O: -0.02 1.42 0.37  -0.11
N: 0.72 -0.60 1.65  0.19
H: 1.55 -1.01 -0.19  0.14
H: 2.68 -0.11 0.82  0.13
H: 1.95 1.98 0.22  0.16
H: 2.05 0.44 -2.00  0.10
H: 1.45 2.03 -2.19  0.10
H: 0.31 0.68 -2.08  0.10
H: -0.11 2.17 0.96  0.12
H: 0.85 -0.03 2.48  0.17
H: 1.05 -1.54 1.84  0.17
H: -0.23 -0.56 1.24  0.09
H: -2.38 -0.84 0.34  0.02
H: -1.62 0.47 -0.06  0.05
O: -1.80 -0.13 0.67  -0.06
H: -4.34 -2.18 -0.98  0.07
H: -2.78 -2.29 -1.17  0.06
O: -3.48 -1.98 -0.58  -0.04

Summary:
E_LUMO: -3.213 eV
total charge: +1
E_HOMO: -14.9 eV
energy above the lowest of the compared OMol25 structures with the same formula, charge and spin: 0.9647 eV
molecular weight: 112.15 u